{
  "formula": "C39H104N8O11",
  "method": "the ωB97M-V functional and the def2-TZVPD basis",
  "energy_ev": -76564.5946,
  "gap_ha": 0.333,
  "e_lumo_ha": 0.0144,
  "elements": ["H", "O", "H", "O", "H", "H", "H", "H", "H", "H", "H", "C", "H", "H", "H", "H", "H", "H", "O", "O", "O", "H", "H", "H", "C", "H", "C", "C", "H", "H", "H", "H", "H", "H", "C", "H", "C", "H", "H", "H", "C", "O", "H", "H", "C", "H", "H", "H", "H", "C", "H", "C", "H", "C", "H", "H", "H", "C", "C", "H", "N", "C", "H", "H", "H", "N", "C", "N", "C", "H", "H", "H", "H", "H", "H", "H", "C", "H", "H", "H", "C", "H", "H", "C", "C", "C", "H", "C", "H", "H", "H", "O", "H", "H", "H", "H", "H", "H", "H", "C", "H", "H", "C", "C", "H", "H", "C", "C", "H", "C", "N", "H", "H", "H", "C", "H", "H", "N", "H", "H", "H", "O", "N", "H", "H", "N", "O", "H", "O", "H", "C", "H", "C", "C", "H", "H", "C", "C", "C", "H", "H", "H", "N", "H", "H", "C", "H", "C", "H", "O", "H", "C", "C", "H", "H", "H", "H", "H", "H", "H", "H", "H"],
  "coordinates": [[-4.3528, -3.5229, 4.0571], [-0.7085, -0.4633, 4.2765], [0.3979, 0.5928, -5.5290], [-3.6123, 3.4979, 1.6554], [1.0468, 1.4072, 1.0159], [-5.8677, -0.7206, 1.4356], [0.4731, 5.8787, 2.8784], [1.1587, 3.3453, 5.1093], [0.9271, -0.1638, -2.0928], [-1.5006, -2.8057, 2.7286], [7.7837, -3.1018, -1.4477], [4.1669, -0.5338, 5.4366], [-0.3619, 4.5248, -0.8116], [0.9905, -1.4069, -0.0108], [-1.7749, -1.3349, -6.1877], [-2.7447, 3.7581, -6.5568], [-1.1476, -0.4264, -1.1621], [3.7530, -1.0390, 2.6601], [5.6392, -2.8198, -0.7754], [0.0386, -2.1810, -6.0596], [-0.2703, -4.5022, 1.1656], [-0.5577, 7.1327, -1.6415], [-3.4498, 1.5992, 2.4463], [-3.2314, 2.9610, 3.5052], [4.6889, -1.6886, 4.5663], [1.3067, -5.6497, 1.8542], [-0.7844, -0.2356, -0.1523], [-0.2625, 4.3750, -1.8867], [-1.0122, -2.6973, -7.8157], [-2.7132, -1.1444, 4.0291], [4.3782, -2.7696, 2.7721], [3.7211, -2.8571, 0.1555], [-0.5391, -4.0518, -6.8079], [2.4913, 0.2432, 1.0354], [5.2462, -3.4705, -1.9691], [2.8463, 3.6587, -2.6320], [1.1704, 5.0414, 2.8502], [1.8864, 5.3027, 2.0709], [-5.1329, 4.0369, 2.8664], [7.6375, -6.0919, -1.9115], [-0.2406, -3.0555, -7.1342], [1.0127, 4.4711, -2.4411], [-1.4164, -3.0867, -0.5395], [-0.0611, 1.3330, 4.8382], [-5.0171, 3.6082, 1.8709], [-1.5706, -2.6786, -4.9915], [0.7790, -3.5109, -0.2818], [-1.1536, 4.9293, -3.7000], [0.3907, -4.7210, 3.0814], [-1.6317, -2.7199, 3.8073], [3.9349, 2.7585, 5.1164], [-2.9929, 2.5868, 2.5096], [6.8688, -5.2702, -0.5187], [1.8615, 3.3519, -2.2796], [0.9945, 2.8386, 2.8649], [0.0697, 4.8305, 5.2360], [1.5032, 4.6750, 6.2110], [0.5122, 3.7104, 2.4228], [-1.5066, 2.5461, 2.2959], [-1.3816, 7.5122, -3.2042], [-2.7672, 3.3245, -5.6449], [6.7949, -5.4821, -1.5854], [-1.6096, -3.8637, -2.9325], [1.5863, 2.5947, -3.0136], [-5.5009, 4.3798, 1.2721], [-0.9056, 3.7739, 2.7322], [-4.0224, 2.7591, -5.2350], [4.5853, -2.9387, 5.3765], [3.8772, -1.9368, 3.2656], [4.4653, -4.2161, -1.8196], [-4.7466, 1.3510, -3.6943], [-4.0854, 1.4196, -1.2582], [2.8987, -2.3861, 3.4356], [-1.1862, 1.1270, -5.5495], [-1.7522, -0.5945, -3.7081], [4.0531, -1.3481, -0.7091], [0.8105, -4.7047, 2.0756], [0.2496, 6.9652, -3.1929], [0.6303, -0.0771, 5.7217], [1.8799, 2.8519, -1.3112], [-1.1618, 5.3400, -2.6904], [-4.8643, -0.0909, 2.7265], [-0.5877, 3.3410, -2.0011], [0.1469, -4.3944, -0.1922], [3.7466, 1.7978, 5.5956], [0.8014, -0.3402, -0.1316], [2.6907, 1.6470, 5.8201], [-4.5911, 1.9130, -6.4263], [-2.3469, 1.6247, -1.7498], [-3.9563, 1.0305, -6.5063], [-0.1111, -1.9561, -2.9363], [1.8121, 5.0243, 4.0997], [-1.1719, 0.7662, 0.0326], [-1.3903, 2.4643, 1.2152], [-2.9680, 1.3066, -4.0550], [1.5609, -3.9155, 2.1205], [7.6338, -2.6708, -2.9597], [-1.2442, 4.5275, 2.1513], [6.4101, -4.5879, -3.4505], [-4.1340, -2.6467, 2.0822], [3.1537, -0.8010, 5.7367], [-0.2328, 1.4076, -4.0937], [4.5051, -2.1590, -0.1379], [6.4843, -4.2469, -2.4178], [0.6154, 3.7283, 1.3378], [0.6848, -5.2693, -0.5572], [1.4099, 0.3798, 1.0415], [-0.8449, -0.6551, -4.3092], [1.0776, 0.3499, 4.0039], [-3.3214, 2.0994, -1.6353], [-0.7710, -3.6787, -2.4010], [-4.7432, 0.5758, 1.1280], [-4.5955, 2.3808, -7.4108], [-5.1136, -3.0345, 1.8025], [-4.0999, -2.5554, 3.6235], [5.6876, -1.4809, 4.1822], [1.0150, -0.0671, 1.9539], [7.7535, -3.4892, -2.3800], [4.7318, -0.4011, 6.3594], [-1.5469, -3.7340, 4.1977], [-3.0220, 2.7862, -0.8436], [-3.7614, 2.8280, -2.8082], [-2.8646, -2.1201, 4.2420], [-1.8488, -6.0700, -1.1584], [-3.0523, -4.9148, -1.7765], [-2.5208, 5.1920, -2.1577], [1.3204, 0.2300, -1.3106], [-2.4356, 3.9623, -4.9354], [-3.9017, -1.4003, 1.3560], [-0.1845, -4.4382, -2.7160], [-0.4443, -1.8777, 4.3159], [0.8798, -1.3052, -4.0213], [-0.4648, 0.6763, -4.8680], [-1.1586, -1.7521, -5.3913], [-2.7094, -4.9294, -0.0683], [-3.3890, -3.3411, 1.6939], [-0.7040, 6.8378, -2.6806], [1.0815, 4.4250, 5.2375], [-4.8657, -0.3615, 1.6706], [-1.2077, -0.9206, 0.5823], [0.3563, -2.0784, 3.6039], [5.9176, -6.1072, -1.7514], [0.1562, -1.0766, -3.3548], [4.8427, -1.7423, 0.8110], [-1.0810, 1.6922, 2.8231], [0.2923, 0.3049, 4.7584], [4.9204, -2.8130, -2.7751], [-2.2540, -5.0640, -1.0494], [4.3274, 1.7325, 6.5157], [4.1442, 0.7074, 4.7505], [-4.6643, 3.6005, -4.9740], [-1.0801, -4.0055, -1.0201], [-3.8510, 1.9307, -3.9174], [5.1080, -2.7618, 6.2225], [-5.5424, 2.6829, 1.6345], [-4.8758, -1.8972, 4.0146], [-0.1475, -2.2228, 5.3063], [3.6645, -3.2559, 5.6440], [-5.5991, 1.7546, -6.0429], [-2.8036, 4.2566, -2.4131], [-3.2085, 5.7904, -2.5925], [0.5727, -3.2494, -7.8335]],
  "forces_ev_per_a": [[-0.1, -0.4, -0.3], [-2.5, -2.3, -0.6], [0.5, -0.2, 0.3], [-0.6, 0.6, -1.8], [0.6, 0.1, 0.0], [-0.2, -0.1, 0.0], [-0.7, -0.1, -0.3], [-0.6, 0.0, 0.2], [-0.7, -0.6, -0.8], [-0.3, 0.1, -0.3], [0.3, 0.1, 0.3], [-0.3, 0.5, -0.7], [0.5, 0.6, 0.4], [0.4, -0.4, -0.4], [-0.6, 0.1, 0.2], [-0.3, 0.1, 0.2], [0.0, -0.6, 0.0], [0.2, -0.2, -0.1], [-2.1, 0.9, 0.3], [0.5, 0.2, -0.4], [0.5, -0.1, -0.1], [-0.2, 0.2, 0.0], [0.1, -0.2, -0.3], [0.3, -0.2, 0.7], [-2.1, -0.4, -0.2], [0.1, -0.1, 0.1], [1.1, 0.1, 0.0], [-0.4, 0.0, -0.8], [-0.5, 0.4, 0.3], [-0.4, 0.4, 0.2], [0.3, 0.4, -0.4], [-0.1, -0.4, -0.3], [-0.3, -0.1, 0.4], [0.0, 0.5, 0.0], [1.2, -0.9, -0.1], [0.1, 0.2, 0.5], [-0.1, -0.6, 0.3], [0.5, 0.0, 0.4], [-0.5, -0.8, 0.5], [0.2, 0.6, -0.1], [-0.3, -0.4, -0.4], [0.8, 0.5, 0.7], [-0.4, 0.0, 0.0], [-0.2, 0.0, 0.4], [0.7, 0.8, 0.2], [-0.6, 0.2, 0.4], [0.6, -0.1, -0.1], [0.5, 0.3, -0.4], [-0.2, -0.3, -0.1], [0.4, 0.3, 0.0], [-0.1, -0.3, -0.2], [-0.8, -0.1, 1.3], [0.1, 0.1, 0.0], [0.0, -0.2, -1.2], [0.0, 0.1, 0.0], [-0.2, -0.5, -0.1], [0.6, 0.3, -0.4], [0.0, 2.1, 0.0], [-1.3, 0.4, -0.5], [-0.4, -0.2, 0.2], [1.3, -0.3, 0.5], [-1.6, -0.7, 0.0], [-0.3, 0.4, -0.1], [-0.4, -0.4, 0.0], [0.7, 0.0, -0.7], [0.6, -0.3, 0.6], [-0.1, 0.1, -0.6], [1.7, 0.7, -0.4], [0.1, -0.3, 0.8], [-0.4, 0.1, 0.4], [0.0, -0.5, -0.5], [0.0, -0.2, -0.2], [-0.4, 0.4, 0.5], [-0.5, -0.1, 0.3], [-0.5, 0.3, -0.2], [0.2, -0.1, -0.5], [-0.5, -0.2, 0.1], [0.1, -0.3, 0.1], [0.4, 0.2, 0.2], [0.0, 0.4, 0.2], [-0.5, 0.6, 0.2], [0.2, -0.1, 0.2], [-0.5, -0.3, -0.4], [-0.7, 1.0, 0.1], [0.2, -1.2, -0.2], [-2.0, 0.6, -0.5], [-0.2, 0.4, 0.2], [0.2, 0.6, 2.0], [-0.2, -0.7, -0.8], [-0.4, -0.3, 0.1], [-0.2, -0.4, 0.2], [0.7, -0.4, 1.9], [0.4, 0.2, 0.4], [0.4, -0.6, -0.3], [0.1, -0.1, 0.4], [0.0, 0.3, -0.6], [0.2, 0.3, -0.3], [-0.5, 0.2, 0.1], [-0.5, 0.1, -0.1], [-0.3, 0.9, -0.1], [-0.4, -0.1, 0.1], [-0.1, -0.1, 0.1], [0.9, -0.2, 0.4], [2.2, -0.4, -0.2], [0.3, -0.7, -0.4], [0.0, -0.3, 0.0], [-0.6, -0.4, 0.1], [-1.4, -1.1, 0.2], [0.8, -0.1, 0.3], [0.5, 0.9, 0.2], [0.9, -0.5, -0.3], [0.7, -0.4, -0.4], [-0.1, 0.4, 0.3], [-0.2, -0.1, -0.1], [0.3, -0.1, -0.1], [0.3, -0.3, 0.7], [0.0, -0.1, 0.2], [-0.7, 0.6, -0.2], [0.4, -0.3, 0.2], [0.1, -0.1, 0.1], [-0.9, 0.6, 0.0], [1.0, -1.3, 0.5], [0.1, 0.7, -0.1], [-0.1, -0.1, 0.1], [0.3, 0.4, -0.2], [0.4, 0.0, 0.4], [1.1, 0.5, 1.4], [0.2, 0.2, -0.2], [-0.4, 0.5, 0.8], [0.6, -0.1, -0.4], [-0.1, 0.1, -0.6], [1.1, -0.3, 0.4], [0.2, 0.7, -1.2], [1.1, 0.4, -0.5], [-0.3, -0.7, 0.1], [0.1, 0.1, 0.1], [0.4, -1.3, 0.0], [0.3, 0.7, -1.8], [-0.1, -1.1, 0.2], [-0.3, 0.0, -0.1], [0.5, 0.0, 0.2], [-0.1, -0.5, 0.5], [0.8, 0.1, -1.2], [0.4, 0.0, -0.3], [0.0, 0.0, -0.2], [1.2, 1.0, 0.0], [0.0, 0.5, 0.1], [1.0, 0.8, 1.7], [0.0, 0.2, 0.3], [0.3, 0.4, -0.3], [-0.8, -0.2, 0.0], [-1.9, -0.8, -0.2], [-0.8, 0.9, -1.0], [0.0, -0.4, 0.3], [0.0, -0.2, 0.6], [-0.1, 0.1, -0.3], [0.0, 0.4, 0.3], [-0.3, 0.5, -0.3], [-0.2, -0.8, -0.8], [-0.3, 0.1, 0.2], [0.2, 0.4, -0.2], [0.7, 0.5, 0.6]]
}